Entry 1:
159
Properties=species:S:1:pos:R:3 method="wB97M-V/def2-TZVPD" e_tot_ha=-7982.3375 total_charge=+1
C -1.941 0.411 2.280
N -2.743 0.138 1.052
C -2.753 1.296 0.133
N -1.701 1.221 -0.906
C -1.896 0.509 -1.993
N -0.840 0.535 -2.979
C -0.376 -0.839 -3.355
C -1.534 -1.893 -3.542
C -0.856 -3.337 -3.311
C -0.735 -4.207 -4.626
C -0.030 -5.570 -4.186
I -2.595 -4.578 -5.671
C -2.590 -1.680 -2.389
P -4.231 -2.630 -2.593
N -4.843 -2.244 -4.223
O -3.961 -4.311 -2.473
N -3.042 -0.230 -2.325
H -1.586 1.467 2.390
H -2.567 0.106 3.172
H -1.044 -0.275 2.309
H -3.693 -0.057 1.378
H -2.691 2.259 0.727
H -3.783 1.319 -0.337
H -0.844 1.751 -0.752
H -0.031 1.036 -2.609
H 0.408 -1.149 -2.603
H 0.174 -0.774 -4.344
H -1.964 -1.830 -4.581
H -1.405 -3.882 -2.485
H 0.203 -3.224 -2.923
H -0.032 -3.687 -5.336
H -0.059 -6.332 -5.011
H -0.560 -5.934 -3.243
H 1.049 -5.398 -3.900
H -2.133 -1.942 -1.387
H -5.808 -2.607 -4.187
H -4.983 -1.221 -4.201
H -4.624 -4.753 -3.033
H -3.778 -0.228 -1.613
C 0.897 2.452 6.462
S 1.022 1.262 5.117
O 0.128 1.735 4.012
C 0.162 -0.075 5.972
H 1.343 3.392 6.133
H -0.149 2.615 6.717
H 1.441 2.077 7.330
H -0.839 0.251 6.258
H 0.730 -0.365 6.857
H 0.088 -0.926 5.294
C 2.744 7.754 4.342
S 1.583 6.398 4.577
O 2.138 5.516 5.653
C 1.913 5.593 2.997
H 2.734 8.375 5.238
H 3.750 7.360 4.183
H 2.436 8.354 3.484
H 2.972 5.337 2.926
H 1.631 6.262 2.183
H 1.314 4.683 2.944
C -0.105 -9.762 -0.836
S -0.907 -8.277 -1.472
O -0.017 -7.118 -1.161
C -2.251 -8.261 -0.269
H 0.795 -9.943 -1.423
H 0.167 -9.619 0.210
H -0.780 -10.612 -0.938
H -1.845 -8.212 0.742
H -2.857 -9.160 -0.388
H -2.868 -7.382 -0.456
C 6.263 2.671 4.230
S 5.078 3.948 4.696
O 5.455 5.197 3.965
C 5.649 4.124 6.397
H 6.113 2.429 3.179
H 7.281 3.036 4.378
H 6.092 1.778 4.833
H 6.705 4.398 6.408
H 5.497 3.184 6.930
H 5.063 4.909 6.874
C -3.547 3.364 8.454
S -2.664 1.939 9.121
O -1.444 1.738 8.281
C -3.879 0.708 8.609
H -2.943 4.254 8.629
H -3.704 3.236 7.382
H -4.505 3.470 8.965
H -4.015 0.747 7.527
H -4.826 0.899 9.115
H -3.509 -0.277 8.893
C 4.937 -3.051 3.745
S 4.107 -1.580 3.115
O 4.968 -0.405 3.444
C 2.751 -1.603 4.305
H 5.846 -3.207 3.165
H 5.196 -2.911 4.796
H 4.283 -3.916 3.630
H 3.147 -1.553 5.321
H 2.166 -2.515 4.174
H 2.118 -0.734 4.119
C -6.093 -2.389 1.690
S -6.873 -0.889 1.066
O -5.926 0.248 1.324
C -8.164 -0.809 2.319
H -5.224 -2.608 1.069
H -5.775 -2.241 2.723
H -6.799 -3.218 1.628
H -7.718 -0.759 3.309
H -8.804 -1.688 2.239
H -8.758 0.087 2.145
C 3.637 10.164 9.650
S 3.761 8.975 8.299
O 2.872 9.455 7.199
C 2.896 7.636 9.142
H 4.085 11.101 9.324
H 2.589 10.331 9.903
H 4.178 9.786 10.518
H 1.894 7.961 9.426
H 3.460 7.338 10.027
H 2.822 6.791 8.457
C 2.371 -2.372 -8.231
S 1.192 -3.714 -7.975
O 1.744 -4.595 -6.900
C 1.493 -4.528 -9.553
H 2.379 -1.746 -7.338
H 3.368 -2.780 -8.397
H 2.060 -1.774 -9.089
H 2.542 -4.800 -9.638
H 1.211 -3.861 -10.367
H 0.881 -5.429 -9.597
C -8.734 2.285 6.572
S -8.563 1.723 4.867
O -8.628 0.230 4.881
C -6.828 2.185 4.685
H -9.745 2.057 6.908
H -8.014 1.768 7.208
H -8.572 3.363 6.618
H -6.227 1.674 5.439
H -6.727 3.266 4.792
H -6.495 1.886 3.690
C 3.728 -2.349 -13.183
S 2.550 -3.690 -12.926
O 3.103 -4.572 -11.853
C 2.850 -4.509 -14.504
H 3.737 -1.723 -12.292
H 4.726 -2.757 -13.350
H 3.419 -1.751 -14.042
H 3.903 -4.782 -14.586
H 2.569 -3.842 -15.319
H 2.238 -5.409 -14.545
C 5.221 2.528 -13.004
S 6.356 1.441 -13.889
O 5.534 0.556 -14.767
C 6.845 0.469 -12.450
H 4.763 3.205 -13.724
H 4.444 1.937 -12.516
H 5.774 3.107 -12.264
H 5.966 0.007 -11.997
H 7.346 1.114 -11.728
H 7.534 -0.308 -12.780


Entry 2:
148
Properties=species:S:1:pos:R:3 method="wB97M-V/def2-TZVPD" e_tot_ha=-6392.2151 total_charge=-1
C 0.766 1.538 -3.011
C 2.005 1.100 -3.802
C 3.296 1.844 -3.502
Br 3.031 3.808 -3.530
Nb 4.443 1.087 -1.702
Cl 5.984 0.314 0.094
C 3.395 2.468 -0.235
C 1.971 2.072 0.279
C 1.993 1.685 1.745
C 2.600 0.320 2.010
S 1.544 -1.072 1.595
O 0.899 -0.964 0.335
O 2.321 -2.248 1.761
Cl 0.007 -1.273 2.976
H 0.473 0.737 -2.340
H -0.075 1.683 -3.674
H 0.937 2.405 -2.393
H 1.799 1.197 -4.866
H 2.175 0.050 -3.599
H 3.954 1.677 -4.343
H 5.726 2.311 -2.208
H 5.145 -0.245 -2.755
H 3.158 -0.161 -1.291
H 4.036 2.454 0.645
H 3.366 3.499 -0.567
H 1.329 2.938 0.162
H 1.535 1.260 -0.281
H 0.990 1.713 2.172
H 2.580 2.412 2.294
H 2.834 0.250 3.065
H 3.540 0.172 1.487
C -3.618 -0.280 1.505
C -3.738 -0.036 0.014
O -2.463 0.074 -0.610
H -3.049 0.523 1.974
H -4.599 -0.334 1.977
H -3.080 -1.214 1.696
H -4.256 0.902 -0.182
H -4.309 -0.847 -0.458
H -1.971 -0.739 -0.448
C 3.440 0.051 7.452
C 3.301 0.304 5.961
O 4.574 0.417 5.332
H 4.004 0.857 7.922
H 2.462 -0.020 7.931
H 3.984 -0.879 7.635
H 2.772 1.238 5.779
H 2.740 -0.507 5.481
H 5.049 -0.410 5.466
C -0.011 7.297 -4.296
C 0.282 6.865 -5.722
O 1.679 6.757 -5.965
H 0.465 8.255 -4.085
H -1.085 7.393 -4.126
H 0.386 6.568 -3.587
H -0.100 7.600 -6.431
H -0.200 5.904 -5.933
H 2.020 6.098 -5.348
C 0.977 -3.097 7.717
C -0.428 -2.590 7.971
O -0.740 -1.506 7.095
H 1.701 -2.294 7.859
H 1.231 -3.918 8.390
H 1.082 -3.451 6.688
H -0.528 -2.218 8.990
H -1.157 -3.391 7.823
H -0.659 -1.840 6.196
C -8.762 1.025 1.031
C -7.469 0.307 1.376
O -6.613 1.131 2.170
H -8.551 1.950 0.495
H -9.406 0.399 0.411
H -9.309 1.289 1.939
H -6.917 0.060 0.470
H -7.676 -0.620 1.918
H -7.085 1.348 2.980
C -1.174 -2.252 -4.410
C 0.159 -2.873 -4.023
O 0.941 -1.988 -3.240
H -1.011 -1.325 -4.960
H -1.762 -2.932 -5.031
H -1.757 -2.004 -3.520
H 0.746 -3.100 -4.912
H -0.002 -3.809 -3.473
H 0.452 -1.779 -2.436
C 4.345 3.686 -8.356
C 5.057 3.386 -7.051
O 4.828 2.041 -6.648
H 3.273 3.513 -8.244
H 4.501 4.721 -8.668
H 4.708 3.024 -9.144
H 4.684 4.027 -6.254
H 6.135 3.559 -7.152
H 5.162 1.466 -7.347
C 5.041 9.476 -7.221
C 5.034 7.958 -7.254
O 5.533 7.402 -6.044
H 6.051 9.847 -7.044
H 4.674 9.893 -8.161
H 4.409 9.845 -6.410
H 5.678 7.591 -8.052
H 4.020 7.584 -7.433
H 4.963 7.695 -5.325
C -0.555 -6.714 5.016
C -1.925 -6.182 5.393
O -1.837 -4.858 5.929
H 0.104 -6.718 5.885
H -0.627 -7.728 4.622
H -0.090 -6.080 4.256
H -2.378 -6.803 6.163
H -2.584 -6.179 4.528
H -1.451 -4.297 5.246
C -3.465 -0.574 9.283
C -3.906 -1.688 10.213
O -4.439 -1.185 11.439
H -2.713 0.051 9.765
H -3.043 -0.978 8.361
H -4.308 0.072 9.027
H -3.061 -2.320 10.483
H -4.658 -2.317 9.725
H -5.197 -0.633 11.222
C -5.511 -4.459 3.525
C -6.086 -3.398 2.604
O -7.218 -2.747 3.185
H -6.269 -5.204 3.766
H -4.661 -4.963 3.061
H -5.174 -4.015 4.465
H -6.435 -3.846 1.675
H -5.323 -2.652 2.358
H -6.927 -2.333 4.005
C 2.445 -0.682 -9.524
C 3.298 0.543 -9.798
O 4.580 0.411 -9.181
H 2.322 -0.820 -8.450
H 1.460 -0.585 -9.982
H 2.922 -1.582 -9.919
H 2.835 1.435 -9.384
H 3.429 0.693 -10.875
H 5.001 -0.373 -9.547
C -3.109 -7.055 0.503
C -2.557 -6.818 1.895
O -2.944 -7.849 2.807
H -4.198 -7.117 0.533
H -2.821 -6.251 -0.175
H -2.737 -7.998 0.096
H -2.943 -5.884 2.302
H -1.464 -6.749 1.866
H -2.596 -8.679 2.463


Entry 3:
155
Properties=species:S:1:pos:R:3 method="wB97M-V/def2-TZVPD" relative_energy_kj_mol=592.6
C 3.901 3.994 2.041
C 4.322 2.713 2.712
C 5.819 2.585 3.210
O 6.096 1.395 3.903
C 7.477 1.204 4.186
N 3.350 2.493 3.823
H 4.030 4.870 2.676
H 2.881 3.898 1.668
H 4.547 3.927 1.166
H 4.224 1.941 1.948
H 5.956 3.435 3.878
H 6.550 2.654 2.404
H 7.847 1.932 4.908
H 8.000 1.157 3.231
H 7.618 0.257 4.706
H 3.522 1.589 4.241
H 2.407 2.415 3.469
C -3.188 2.794 -0.726
C -3.668 1.949 0.464
C -4.786 2.657 1.272
O -4.395 3.853 1.854
C -3.577 3.735 3.051
N -4.049 0.596 0.075
H -2.423 2.261 -1.291
H -2.796 3.729 -0.326
H -4.007 3.008 -1.413
H -2.761 1.768 1.040
H -5.181 1.996 2.043
H -5.653 2.945 0.677
H -4.153 3.176 3.789
H -3.550 4.735 3.483
H -2.619 3.238 2.894
H -4.045 0.038 0.917
H -3.372 0.215 -0.571
C -2.069 -1.711 2.453
C -2.592 -2.442 3.672
C -4.155 -2.400 3.657
O -4.680 -1.086 3.390
C -4.502 -0.140 4.449
N -2.048 -3.773 3.815
H -2.214 -0.633 2.518
H -2.654 -1.981 1.573
H -1.041 -2.013 2.252
H -2.114 -1.957 4.523
H -4.571 -2.906 4.529
H -4.426 -3.072 2.843
H -4.515 -0.687 5.392
H -5.283 0.619 4.409
H -3.526 0.340 4.365
H -2.539 -4.332 3.132
H -1.092 -3.808 3.489
C -5.255 -3.813 0.159
C -5.201 -4.648 -1.126
C -4.054 -4.213 -2.064
O -2.819 -4.533 -1.341
C -1.665 -4.515 -2.120
N -5.100 -6.045 -0.720
H -5.528 -2.799 -0.133
H -4.319 -3.864 0.716
H -6.056 -4.174 0.804
H -6.092 -4.559 -1.748
H -4.080 -3.178 -2.404
H -4.170 -4.766 -2.996
H -1.544 -3.683 -2.815
H -1.712 -5.371 -2.793
H -0.798 -4.685 -1.482
H -5.451 -6.191 0.216
H -4.099 -6.135 -0.619
C 0.257 0.675 -3.040
C -0.268 -0.282 -1.934
C 0.261 0.049 -0.527
O 1.654 0.074 -0.622
C 2.154 0.666 0.537
N -1.713 -0.376 -1.941
H -0.217 0.561 -4.015
H 1.341 0.610 -3.127
H 0.189 1.701 -2.679
H -0.005 -1.305 -2.201
H -0.156 -0.604 0.239
H -0.049 1.076 -0.332
H 1.908 1.724 0.630
H 3.244 0.661 0.514
H 1.821 0.198 1.463
H -1.935 -0.338 -2.925
H -2.064 -1.219 -1.510
C 3.718 -1.098 2.954
C 4.547 -1.604 4.078
C 5.845 -2.285 3.615
O 5.532 -3.462 2.943
C 6.592 -4.067 2.230
N 4.701 -0.566 5.088
H 2.678 -0.924 3.232
H 3.787 -1.841 2.160
H 4.171 -0.218 2.497
H 3.969 -2.307 4.677
H 6.483 -2.518 4.468
H 6.433 -1.557 3.057
H 7.542 -3.833 2.709
H 6.556 -3.578 1.257
H 6.394 -5.136 2.145
H 5.136 -0.894 5.938
H 5.293 0.182 4.758
C -1.060 5.238 -3.256
C 0.443 5.487 -3.401
C 1.195 4.284 -3.989
O 2.532 4.668 -4.335
C 3.362 3.517 -4.557
N 0.438 6.566 -4.330
H -1.544 6.014 -2.663
H -1.278 4.346 -2.669
H -1.642 5.109 -4.169
H 0.811 5.917 -2.469
H 0.696 3.673 -4.740
H 1.170 3.638 -3.112
H 3.521 2.989 -3.617
H 4.300 3.844 -5.005
H 2.911 2.851 -5.292
H 1.374 6.821 -4.611
H 0.133 7.431 -3.907
C -0.185 1.662 3.091
O 0.775 2.643 2.848
H -1.065 1.814 2.465
H 0.231 0.655 3.053
H -0.624 1.817 4.077
H 0.540 3.424 3.355
C -0.816 -2.723 -5.210
O -0.397 -4.012 -5.612
H -0.465 -2.460 -4.213
H -0.323 -2.045 -5.907
H -1.900 -2.635 -5.126
H -1.032 -4.267 -6.285
C 1.261 -3.860 1.047
O 0.503 -4.327 2.074
H 2.310 -3.788 1.334
H 1.153 -4.565 0.223
H 1.015 -2.868 0.667
H 1.048 -4.936 2.577
C 3.804 -1.900 -2.597
O 3.136 -2.367 -1.506
H 4.079 -0.851 -2.490
H 4.713 -2.481 -2.754
H 3.178 -1.958 -3.487
H 2.635 -1.627 -1.155
C -3.046 2.886 -5.449
O -3.168 3.833 -6.506
H -3.647 1.982 -5.548
H -2.034 2.491 -5.357
H -3.330 3.360 -4.509
H -2.326 4.281 -6.613
C -3.818 -0.694 -4.450
O -2.567 -0.259 -4.856
H -3.879 -1.438 -3.655
H -4.463 0.062 -4.002
H -4.289 -1.150 -5.321
H -2.531 -0.256 -5.815